[1]
Density functional theory data (ωB97M-V with the def2-TZVPD basis set) for a cluster of 5 separate species, C40H56N7O4PS2 in total in a non-equilibrium geometry.

gap between HOMO and LUMO: 0.2626 Ha
LUMO level: -0.2 eV
SMILES: Cc1cccc(Cc2cc(P(C)O)c(CN)c3c2Sc2c(cc(CC(C)C)c(S)c2OC[C@H](C)O)N3C[C@H](O)CN)c1.CC#N.CC#N.CC#N.CC#N
highest occupied orbital energy: -7.37 eV
E: -91933.90482 eV

The geometry in XYZ format:
```
110
Properties=species:S:1:pos:R:3:lowdin_charge:R:1
C 8.0981 3.2929 0.4538 -0.13
C 6.8663 3.1095 -0.6356 -0.18
C 7.1537 3.0987 -2.2804 -0.03
C 5.8618 2.8938 -3.2767 -0.07
C 4.3059 2.6808 -2.7497 -0.02
C 4.0146 2.6549 -1.1083 -0.16
C 2.4682 2.3927 -0.6306 -0.18
C 2.2385 0.8963 0.0804 -0.12
C 3.4714 -0.0622 0.5758 -0.02
C 3.1479 -1.4961 1.3116 -0.27
P 4.7113 -2.4979 1.9015 0.85
C 4.8198 -4.1858 0.9729 -0.32
O 6.1710 -1.5516 1.5410 -0.41
C 1.5861 -2.0374 1.5676 -0.05
C 1.3592 -3.4723 2.3447 -0.25
N 0.6492 -3.2821 3.7018 -0.05
C 0.3096 -1.0812 1.0625 -0.09
C 0.7035 0.3404 0.3512 -0.30
S -0.6831 1.5331 -0.2036 0.84
C -2.1520 0.9394 0.8648 -0.28
C -2.1283 -0.5713 1.4949 -0.11
C -3.4339 -0.9770 2.4588 0.03
C -4.6802 0.0367 2.7852 -0.14
C -5.9247 -0.3688 3.7724 -0.16
C -5.5509 0.0594 5.3411 -0.37
C -3.9632 -0.1425 5.7119 -0.13
C -5.9202 1.6297 5.6852 -0.14
C -4.6601 1.5175 2.0821 -0.37
S -6.0476 2.7900 2.3232 0.66
C -3.3984 2.0042 1.1099 -0.17
O -3.4169 3.3443 0.5022 -0.18
C -4.1471 3.1868 -0.7987 -0.14
C -3.7072 4.4235 -1.7985 -0.32
C -2.0595 4.3657 -1.9142 -0.10
O -4.0268 5.7397 -1.1677 -0.12
N -1.0657 -1.6203 1.3427 -0.12
C -1.4589 -2.7911 0.4893 -0.14
C -2.2670 -2.4460 -0.8905 -0.28
O -1.7624 -1.2606 -1.6259 -0.13
C -3.9295 -2.4269 -0.7048 -0.21
N -4.5629 -1.1186 -1.1223 -0.03
C 5.3140 2.8943 -0.1372 -0.02
H 9.1420 2.9724 -0.0200 0.09
H 8.1236 4.3400 0.9757 0.08
H 7.8994 2.4880 1.3115 0.08
H 8.2615 3.2236 -2.6442 0.08
H 6.0236 2.8773 -4.4568 0.06
H 3.4004 2.5455 -3.5042 0.09
H 2.2472 3.1794 0.2400 0.13
H 1.6758 2.6234 -1.4680 0.10
H 4.5844 0.2592 0.4144 0.07
H 5.9827 -4.4494 0.9414 0.06
H 4.3458 -4.0812 -0.0923 0.04
H 4.2399 -4.9623 1.6689 0.04
H 6.6174 -1.3837 2.4410 0.06
H 0.7083 -4.2489 1.7595 0.07
H 2.3717 -4.0323 2.6170 0.09
H 1.3998 -2.9560 4.3711 0.07
H -0.1261 -2.5882 3.6221 0.05
H -3.4416 -2.0645 2.9413 0.11
H -6.1921 -1.5174 3.7133 0.12
H -6.8860 0.2755 3.4871 0.10
H -6.1537 -0.6482 6.0901 0.13
H -3.3373 0.7427 5.2129 0.09
H -3.5353 -1.1528 5.2437 0.07
H -3.7221 -0.1584 6.8587 0.08
H -4.9669 2.2912 5.4314 0.08
H -6.9074 2.0171 5.1902 0.06
H -6.0666 1.7361 6.8635 0.09
H -6.9902 2.6185 1.2620 -0.10
H -3.9439 2.1416 -1.3074 0.14
H -5.3273 3.2429 -0.6351 0.13
H -4.2081 4.3801 -2.8638 0.15
H -1.7726 3.2969 -2.3111 0.07
H -1.7136 5.2084 -2.6538 0.10
H -1.5311 4.5202 -0.8767 0.09
H -3.1617 5.9580 -0.6705 0.11
H -0.4474 -3.3309 0.1564 0.12
H -2.0303 -3.5823 1.1580 0.14
H -2.0729 -3.3682 -1.6242 0.15
H -1.5105 -1.5919 -2.5587 0.13
H -4.3961 -3.2614 -1.4199 0.12
H -4.2700 -2.7154 0.3792 0.10
H -4.7966 -1.0804 -2.1383 0.07
H -4.0337 -0.2817 -0.7935 0.04
H 5.1377 2.8850 1.0431 0.11
C 6.4366 -0.5468 -5.0648 -0.11
C 6.0733 0.5977 -5.9967 -0.22
N 5.7719 1.5471 -6.7699 0.08
H 6.0351 -0.3559 -4.0658 0.06
H 6.0182 -1.4833 -5.4438 0.05
H 7.5238 -0.6434 -4.9992 0.08
C -6.4947 6.6258 -3.6113 -0.08
C -6.7685 6.5032 -5.1014 -0.21
N -6.9957 6.4015 -6.3376 0.08
H -7.4368 6.6093 -3.0566 0.08
H -5.8700 5.7927 -3.2773 0.04
H -5.9756 7.5655 -3.4038 0.08
C 4.3192 -4.8306 -4.3380 -0.07
C 5.3052 -3.8081 -3.7972 -0.18
N 6.1232 -2.9598 -3.3486 0.11
H 4.7349 -5.8372 -4.2406 0.08
H 3.3815 -4.7768 -3.7779 0.08
H 4.1154 -4.6301 -5.3934 0.08
C 0.4987 -8.1531 1.6709 -0.07
C 0.3970 -7.0330 0.6485 -0.20
N 0.3128 -6.1037 -0.1996 0.09
H -0.4834 -8.6092 1.8231 0.08
H 1.1957 -8.9181 1.3178 0.08
H 0.8586 -7.7563 2.6241 0.08
```


[2]
Density functional theory data (ωB97M-V with the def2-TZVPD basis set) for a cluster of 2 separate species, C7H18O3Si in total in a non-equilibrium geometry.

gap between HOMO and LUMO (spin up / spin down): 0.2037 / 0.3459 Ha
LUMO level (spin up / spin down): 0.6 / -0.3 eV
spin multiplicity: 3
highest occupied orbital energy (spin up / spin down): -4.93 / -9.72 eV
E: -21565.52911 eV

The geometry in XYZ format:
```
29
Properties=species:S:1:pos:R:3:lowdin_charge:R:1
C -1.7792 0.2101 1.6483 0.00
C 2.6905 -1.3417 -0.9892 -0.18
C 1.8092 0.0263 1.5591 -0.18
C 1.9090 1.9028 -0.9690 -0.14
C -2.9663 -0.1696 -0.5399 -0.29
C -0.1484 -0.6138 -0.8709 -0.27
C -1.8679 0.5495 0.1655 -0.44
O -3.0726 -1.5023 -0.2449 -0.03
O -0.2244 -1.9237 -0.5235 -0.09
O -1.9467 1.8477 -0.1382 0.05
Si 1.6582 0.1021 -0.3404 0.64
H -2.7070 -0.2406 1.9007 0.08
H -1.6381 1.1246 2.1950 0.08
H -0.9169 -0.4239 1.7305 0.04
H 2.4179 -1.5135 -2.0923 0.07
H 3.7286 -1.2020 -1.1444 0.00
H 2.4364 -2.1322 -0.3170 0.02
H 1.7234 -0.8697 2.0673 0.00
H 2.8241 0.3709 1.7518 0.03
H 1.1127 0.6468 2.1103 0.02
H 2.7602 2.3032 -0.4787 0.02
H 2.1123 1.7765 -1.9775 0.00
H 1.1865 2.6193 -0.7666 0.00
H -2.9489 -0.0311 -1.6893 0.15
H -3.8624 0.3593 -0.3607 0.11
H -0.4707 -0.4833 -1.8646 0.06
H -2.2498 -1.8587 -0.5906 0.06
H -0.2422 -1.9346 0.4736 0.12
H -1.3276 2.4019 0.2958 0.09
```


[3]
Density functional theory data (ωB97M-V with the def2-TZVPD basis set) for a structure of composition C18H45Cl4N3O6Tl in a non-equilibrium geometry.

gap between HOMO and LUMO: 0.1399 Ha
LUMO level: -1.7 eV
highest occupied orbital energy: -5.48 eV
E: -90927.07815 eV
net charge: -1

The geometry in XYZ format:
```
77
Properties=species:S:1:pos:R:3:lowdin_charge:R:1
Tl -0.5557 -0.2718 -1.8866 0.85
Cl 0.1064 -2.5485 0.8044 -0.30
Cl 2.6117 -2.0476 -2.3160 -0.31
Cl -2.6980 0.2162 -4.4883 -0.29
Cl 1.9673 0.9018 0.2668 -0.28
C -3.1844 2.9752 -1.8550 -0.09
O -1.9152 2.5562 -1.2958 -0.26
C -0.9658 3.5944 -1.5398 -0.20
C -0.3339 3.3974 -2.9702 -0.19
N 0.6571 2.3918 -2.7535 -0.08
C 1.3544 2.2143 -3.9610 -0.24
C 0.8399 1.2713 -5.0335 -0.26
O 0.6687 -0.0107 -4.4936 -0.33
C 0.5649 -0.9752 -5.5730 -0.11
H -3.8048 3.3766 -1.0537 0.09
H -3.7044 2.0566 -2.1268 0.05
H -3.1287 3.6051 -2.7429 0.09
H -0.2592 3.5920 -0.7098 0.12
H -1.4412 4.5688 -1.4277 0.11
H 0.1793 4.3213 -3.2367 0.11
H -1.1250 3.2429 -3.7038 0.12
H 1.3424 2.8106 -2.1411 0.10
H 2.3301 1.7482 -3.8236 0.14
H 1.5225 3.2048 -4.3837 0.12
H 1.4493 1.3433 -5.9344 0.13
H -0.1627 1.5983 -5.3091 0.09
H 1.4895 -1.4380 -5.9178 0.09
H 0.1429 -0.5548 -6.4859 0.08
H -0.1873 -1.7402 -5.3806 0.07
C 1.3079 0.0102 7.1031 -0.09
O 0.8617 0.8629 6.0029 -0.20
C 0.1673 0.1037 4.9971 -0.22
C 0.9171 0.3783 3.7202 -0.27
N 2.1867 -0.2899 3.7797 -0.03
C 3.3138 0.6022 4.1789 -0.18
C 4.5376 -0.1889 4.7377 -0.19
O 5.2231 -0.9077 3.6764 -0.20
C 6.5826 -1.3324 3.8820 -0.11
H 1.9551 -0.8418 6.8948 0.07
H 0.4238 -0.5232 7.4525 0.08
H 1.8410 0.5993 7.8493 0.08
H -0.7946 0.6018 4.8754 0.11
H 0.0006 -0.9641 5.1385 0.13
H 0.9857 1.4444 3.5039 0.12
H 0.4619 -0.1143 2.8611 0.06
H 2.0377 -1.0289 4.4518 0.09
H 3.0722 1.3330 4.9507 0.10
H 3.7408 1.1191 3.3195 0.11
H 4.1069 -0.8822 5.4601 0.10
H 5.3471 0.4028 5.1652 0.11
H 7.3139 -0.5329 4.0004 0.07
H 6.9289 -2.0089 3.1006 0.09
H 6.6795 -1.6372 4.9240 0.07
C -1.8020 1.2015 1.5544 -0.06
O -2.1300 0.3805 0.3689 -0.32
C -3.3147 -0.4442 0.6443 -0.20
C -4.0441 -0.7824 -0.6350 -0.21
N -3.2142 -1.4938 -1.6140 -0.09
C -3.2993 -2.8632 -1.3512 -0.25
C -2.8197 -3.5938 -2.5490 -0.15
O -1.3774 -3.2299 -2.7526 -0.25
C -0.6910 -4.1248 -3.5277 -0.17
H -0.9796 1.8833 1.3380 0.07
H -1.4962 0.6181 2.4228 0.06
H -2.7054 1.7435 1.8341 0.08
H -4.0904 0.0937 1.1893 0.11
H -3.1640 -1.3736 1.1935 0.12
H -4.4728 0.1354 -1.0376 0.11
H -5.0347 -1.1634 -0.3870 0.12
H -3.5797 -1.2614 -2.5264 0.03
H -4.3177 -3.1232 -1.0625 0.12
H -2.6630 -3.0273 -0.4816 0.11
H -3.3185 -3.3673 -3.4913 0.12
H -3.1320 -4.6290 -2.4117 0.12
H 0.2859 -3.8006 -3.8862 0.07
H -1.1867 -4.3955 -4.4600 0.09
H -0.4110 -4.9886 -2.9247 0.09
```


[4]
Density functional theory data (ωB97M-V with the def2-TZVPD basis set) for a structure of composition C29H20AsClN2O4PtS.

gap between HOMO and LUMO (spin up / spin down): 0.2533 / 0.1537 Ha
LUMO level (spin up / spin down): -6.8 / -10.2 eV
spin multiplicity: 5
highest occupied orbital energy (spin up / spin down): -13.71 / -14.42 eV
E: -128992.37569 eV
net charge: +2

The geometry in XYZ format:
```
59
Properties=species:S:1:pos:R:3:lowdin_charge:R:1
Pt 0.4672 -0.8279 0.2695 0.78
O 3.5100 -5.2151 -2.4003 0.18
C 2.2491 -5.5504 -2.3719 -0.49
O 1.8178 -6.5743 -2.8198 0.11
C 1.2646 -4.6153 -1.6741 0.00
C -0.0429 -4.9509 -1.4835 -0.51
Cl -0.7842 -6.4250 -1.7763 0.95
N -0.6904 -3.8647 -0.8365 0.01
N 0.2533 -2.8988 -0.5730 0.01
C 1.3900 -3.3191 -1.0774 -0.06
C 2.6154 -2.4154 -0.9524 -0.53
O 3.6856 -2.8174 -1.3563 0.13
O 2.4082 -1.2758 -0.4038 -0.16
C -1.9949 -3.6878 -0.4679 -0.10
C -3.0517 -4.4686 -1.0325 0.03
C -4.3299 -4.3327 -0.5694 0.00
C -4.6216 -3.4161 0.4493 0.05
C -3.6049 -2.5849 0.9591 -0.01
C -2.3282 -2.6939 0.4997 0.02
H 3.7011 -4.3289 -2.0029 0.08
H -2.8542 -5.1405 -1.8462 0.08
H -5.1214 -4.9262 -1.0053 0.14
H -5.6336 -3.3216 0.8206 0.14
H -3.8452 -1.8544 1.7192 0.13
H -1.5697 -2.0212 0.8696 0.05
S 0.9632 -0.6006 2.5469 0.81
C 0.3884 0.9350 3.0290 -0.66
C 0.2730 1.1893 4.4139 -0.07
C -0.2419 2.3929 4.8457 -0.03
C -0.6390 3.3566 3.9214 0.00
C -0.4985 3.1335 2.5476 -0.06
C 0.0252 1.9426 2.1004 -0.39
As 0.4163 1.5894 0.2465 1.21
C 2.1439 2.3429 -0.0387 -0.38
C 2.7330 2.1846 -1.2911 -0.11
C 4.0015 2.6927 -1.5132 -0.05
C 4.6781 3.3444 -0.4895 -0.04
C 4.0892 3.4941 0.7577 -0.05
C 2.8171 2.9922 0.9911 -0.08
C -0.8763 2.5071 -0.8129 -0.39
C -0.5575 3.7394 -1.3753 -0.09
C -1.5180 4.4163 -2.1138 -0.05
C -2.7782 3.8632 -2.2882 -0.04
C -3.0900 2.6290 -1.7295 -0.06
C -2.1372 1.9456 -0.9932 -0.12
H 0.5746 0.4270 5.1206 0.12
H -0.3409 2.5880 5.9045 0.13
H -1.0443 4.2977 4.2688 0.13
H -0.7861 3.9050 1.8433 0.12
H 2.2154 1.6695 -2.0923 0.11
H 4.4647 2.5743 -2.4831 0.12
H 5.6710 3.7352 -0.6662 0.12
H 4.6193 4.0030 1.5511 0.12
H 2.3655 3.1201 1.9666 0.10
H 0.4288 4.1688 -1.2464 0.11
H -1.2799 5.3746 -2.5547 0.12
H -3.5222 4.3937 -2.8669 0.12
H -4.0728 2.2017 -1.8747 0.11
H -2.3752 0.9780 -0.5628 0.08
```